# 1
{"formula": "C2H6NO3S", "method": "ωB97M-V/def2-TZVPD", "orbital_gap_ev": 8.473, "fmax_ev_per_a": 3.49, "charge": -1, "spin_multiplicity": 1, "e_lumo_ha": 0.1537, "e_homo_ev": -4.291, "elements": ["C", "H", "H", "H", "H", "S", "C", "H", "O", "O", "N", "H", "O"], "coordinates": [[0.04, 1.19, 0.10], [0.17, 1.11, -0.99], [0.62, -2.01, 0.66], [-1.03, 1.37, 0.30], [0.17, -1.22, -0.87], [2.61, 0.00, -0.01], [0.04, -1.20, 0.22], [-1.03, -1.36, 0.44], [2.35, -0.20, -1.43], [3.23, -1.13, 0.67], [0.50, 0.03, 0.81], [0.61, 2.05, 0.46], [3.14, 1.31, 0.34]]}

# 2
{"formula": "C2H6NO5", "method": "ωB97M-V/def2-TZVPD", "orbital_gap_ev": 9.185, "fmax_ev_per_a": 3.01, "charge": -1, "spin_multiplicity": 1, "e_lumo_ha": 0.1385, "e_homo_ev": -5.416, "elements": ["C", "O", "O", "H", "O", "H", "N", "O", "H", "C", "H", "O", "H", "H"], "coordinates": [[-0.26, -0.50, 0.76], [-1.35, -0.96, 0.43], [-2.41, -2.18, -1.86], [-2.83, -2.77, -1.24], [1.71, 1.31, -0.89], [0.79, 2.73, 0.64], [0.72, -0.73, -0.46], [0.46, 3.05, 1.48], [1.95, -0.29, -2.07], [1.48, 0.17, -1.15], [0.26, 2.38, 2.13], [0.22, -0.08, 1.78], [-1.92, -1.59, -1.24], [0.77, -1.71, -0.65]]}

# 3
{"formula": "C2H6NO5", "method": "ωB97M-V/def2-TZVPD", "orbital_gap_ev": 9.364, "fmax_ev_per_a": 0.82, "charge": -1, "spin_multiplicity": 1, "e_lumo_ha": 0.1370, "e_homo_ev": -5.636, "elements": ["H", "O", "O", "C", "H", "H", "C", "O", "H", "O", "O", "H", "H", "N"], "coordinates": [[-2.26, -2.24, -2.09], [0.39, 3.30, 1.36], [-1.79, -2.81, -1.48], [1.51, 0.24, -0.47], [0.74, 2.87, 0.56], [0.79, -1.63, -0.36], [-0.58, -0.28, 0.75], [-1.62, -0.73, 0.25], [2.49, -0.15, -0.82], [1.31, 1.44, -0.55], [-0.35, 0.41, 1.74], [0.23, 2.48, 1.85], [-1.55, -2.22, -0.73], [0.69, -0.69, 0.00]]}

# 4
{"formula": "C2H6NOS", "method": "ωB97M-V/def2-TZVPD", "orbital_gap_ev": 7.181, "fmax_ev_per_a": 3.63, "charge": -1, "spin_multiplicity": 1, "e_lumo_ha": 0.1520, "e_homo_ev": -3.045, "elements": ["H", "H", "C", "O", "N", "H", "H", "H", "S", "H", "C"], "coordinates": [[1.03, 1.53, -1.53], [0.12, -2.78, -1.76], [0.09, 0.21, 1.14], [-0.23, 0.31, 2.36], [0.65, 1.89, -0.69], [0.64, 2.88, -0.61], [-0.89, 0.39, -0.78], [0.94, -0.47, 0.80], [-0.09, -1.67, -1.07], [-1.13, 1.84, 0.32], [-0.41, 1.07, -0.03]]}

# 5
{"formula": "C2H6NOS", "method": "ωB97M-V/def2-TZVPD", "orbital_gap_ev": 6.768, "fmax_ev_per_a": 1.31, "charge": -1, "spin_multiplicity": 1, "e_lumo_ha": 0.1480, "e_homo_ev": -2.740, "elements": ["N", "H", "O", "C", "H", "C", "S", "H", "H", "H", "H"], "coordinates": [[-1.09, 0.13, 0.15], [1.31, 0.85, -0.95], [-3.10, 0.26, 1.25], [-2.35, -0.30, 0.48], [3.00, 0.43, -1.17], [2.13, 0.25, -0.53], [1.65, -1.49, -0.38], [-0.36, -0.62, 0.11], [2.38, 0.73, 0.42], [-0.89, 0.95, 0.71], [-2.67, -1.20, -0.08]]}

# 6
{"formula": "C2H6NOS", "method": "ωB97M-V/def2-TZVPD", "orbital_gap_ev": [10.613, 7.161], "fmax_ev_per_a": 1.40, "charge": 0, "spin_multiplicity": 2, "e_lumo_ha": [0.0248, -0.0884], "e_homo_ev": [-9.939, -9.567], "elements": ["H", "N", "H", "O", "H", "C", "H", "H", "S", "H", "C"], "coordinates": [[-0.60, 1.28, -0.56], [0.87, 0.10, -1.26], [-0.95, -1.66, 0.95], [0.00, 1.88, -2.45], [-1.05, -1.01, 2.52], [-0.65, -0.76, 1.53], [1.73, -0.14, -1.77], [0.62, -0.47, -0.46], [1.19, -0.55, 1.67], [-1.24, 0.15, 1.29], [0.08, 1.19, -1.46]]}